No. 1
Computed, not measured: a 9-piece molecular cluster, C33H52Br18O2 overall in a non-equilibrium geometry, with the ωB97M-V functional and the def2-TZVPD basis.

```
105
Properties=species:S:1:pos:R:3:lowdin_charge:R:1
C -2.58 -9.70 1.46 -0.14
C -4.17 -10.03 1.08 -0.25
C -4.92 -8.79 0.30 -0.19
C -5.84 -7.83 1.30 -0.26
C -7.39 -7.94 0.67 -0.13
C -5.28 -6.26 1.20 -0.05
C -6.22 -5.07 1.07 0.05
C -5.66 -3.50 0.92 -0.21
O -6.30 -2.46 1.48 -0.05
C -4.24 -3.37 0.06 -0.03
C -3.86 -2.10 -0.91 -0.03
C -2.42 -2.14 -1.76 -0.27
C -1.39 -3.45 -1.63 -0.41
C -1.76 -4.73 -0.62 -0.01
C -3.20 -4.67 0.21 -0.03
C -3.65 -5.91 1.23 -0.18
O -2.77 -6.54 2.03 -0.04
H -2.54 -9.53 2.62 0.08
H -2.20 -8.79 0.82 0.06
H -1.92 -10.64 1.14 0.08
H -4.11 -10.93 0.30 0.10
H -4.76 -10.45 2.00 0.11
H -5.63 -9.31 -0.52 0.11
H -4.12 -8.19 -0.31 0.11
H -5.84 -8.24 2.40 0.14
H -7.38 -7.38 -0.37 0.10
H -7.58 -9.09 0.42 0.09
H -8.20 -7.52 1.42 0.08
H -7.39 -5.18 1.08 0.12
H -4.59 -1.19 -1.01 -0.06
H -2.12 -1.24 -2.47 0.04
H -0.42 -3.39 -2.28 0.08
H -1.04 -5.67 -0.52 0.11
Br -0.55 -1.91 -0.58 1.09
C 0.93 -0.67 -0.28 -0.62
C 1.10 -0.37 1.19 -0.68
Br -0.26 0.88 1.82 0.61
H 0.72 0.22 -0.88 0.02
H 1.81 -1.18 -0.67 0.06
H 2.05 0.13 1.38 0.05
H 1.03 -1.26 1.83 0.05
Br 1.79 -1.58 -5.91 0.59
C 2.31 0.02 -4.93 -0.70
C 1.67 0.05 -3.56 -0.70
Br -0.21 0.56 -3.66 0.66
H 2.04 0.88 -5.55 0.06
H 3.40 -0.03 -4.85 0.01
H 2.14 0.82 -2.93 0.01
H 1.72 -0.91 -3.04 0.04
Br -1.54 6.37 2.90 0.59
C -1.02 4.71 3.78 -0.69
C 0.38 4.81 4.34 -0.69
Br 1.72 4.63 2.93 0.60
H -1.14 3.91 3.05 0.03
H -1.74 4.58 4.58 0.06
H 0.58 3.98 5.02 0.05
H 0.59 5.75 4.85 0.05
Br 2.85 7.73 7.31 0.61
C 4.25 6.45 6.86 -0.73
C 3.66 5.19 6.28 -0.70
Br 2.88 4.06 7.67 0.60
H 4.82 6.28 7.78 -0.03
H 4.87 6.96 6.13 0.06
H 4.44 4.57 5.82 0.06
H 2.87 5.37 5.54 -0.01
Br 6.39 0.63 -5.58 0.66
C 6.91 2.23 -4.60 -0.67
C 6.27 2.26 -3.23 -0.68
Br 4.39 2.77 -3.33 0.65
H 6.64 3.09 -5.22 0.06
H 8.00 2.17 -4.52 0.06
H 6.74 3.02 -2.60 0.06
H 6.32 1.30 -2.71 0.06
Br 4.25 1.14 -8.71 0.58
C 5.65 -0.15 -9.15 -0.70
C 5.06 -1.41 -9.74 -0.69
Br 4.28 -2.54 -8.35 0.58
H 6.23 -0.32 -8.24 -0.01
H 6.28 0.36 -9.89 0.06
H 5.84 -2.02 -10.20 0.06
H 4.27 -1.22 -10.48 0.05
Br -2.52 9.69 1.84 0.58
C -2.07 9.78 -0.06 -0.69
C -0.60 9.54 -0.28 -0.70
Br 0.46 11.11 0.18 0.59
H -2.41 10.76 -0.42 0.05
H -2.67 9.00 -0.53 0.06
H -0.40 9.36 -1.34 0.06
H -0.20 8.70 0.30 0.05
Br 7.01 7.40 9.00 0.65
C 8.41 6.12 8.55 -0.68
C 7.82 4.86 7.97 -0.69
Br 7.04 3.73 9.36 0.61
H 8.99 5.95 9.46 0.05
H 9.04 6.63 7.82 0.06
H 8.60 4.24 7.51 0.06
H 7.03 5.04 7.23 0.04
Br -5.79 -2.12 -4.16 0.62
C -7.31 -1.02 -3.61 -0.69
C -6.88 0.39 -3.29 -0.67
Br -6.01 0.49 -1.55 0.72
H -7.79 -1.53 -2.77 0.06
H -7.99 -1.03 -4.47 0.06
H -7.75 1.05 -3.22 0.06
H -6.18 0.81 -4.02 0.05
```

Highest occupied orbital energy (Eh): -0.2637
Multiplicity: 1
Kohn-Sham gap (Eh): 0.2241


No. 2
Computed, not measured: a 5-piece molecular cluster, C33H52BrClO10 overall in a non-equilibrium geometry, with the ωB97M-V functional and the def2-TZVPD basis.

```
97
Properties=species:S:1:pos:R:3:lowdin_charge:R:1
C 3.90 -1.72 0.38 -0.15
C 5.17 -0.80 -0.17 -0.64
Cl 4.43 0.73 -0.90 0.51
C 6.18 -1.62 -1.18 -0.17
C 5.57 -3.12 -1.60 -0.09
C 6.13 -4.55 -0.97 -0.01
C 5.46 -5.99 -1.45 -0.05
C 4.19 -6.11 -2.53 0.01
C 3.63 -4.67 -3.14 -0.02
C 4.33 -3.23 -2.67 0.01
C 3.67 -1.84 -3.33 -0.20
O 4.42 -0.82 -3.79 -0.06
C 2.00 -1.85 -3.42 -0.03
C 1.17 -0.49 -3.04 0.03
C -0.49 -0.61 -3.11 -0.04
C -1.19 -2.05 -3.54 -0.56
Br -3.19 -2.14 -3.54 0.56
C -0.34 -3.41 -3.94 -0.01
C 1.30 -3.30 -3.87 -0.02
C 2.34 -4.57 -4.20 -0.19
O 2.17 -5.40 -5.24 -0.03
H 4.24 -2.73 0.87 0.09
H 3.27 -1.15 1.21 0.09
H 3.14 -1.93 -0.50 0.07
H 5.79 -0.45 0.78 0.09
H 6.45 -0.99 -2.15 0.12
H 7.21 -1.79 -0.60 0.12
H 7.01 -4.52 -0.18 0.10
H 5.86 -6.99 -1.00 0.08
H 3.70 -7.13 -2.85 0.10
H 1.73 0.48 -2.71 0.10
H -1.13 0.33 -2.82 0.08
H -0.80 -4.44 -4.25 0.11
C -4.67 5.36 -3.20 -0.11
O -5.16 4.32 -2.37 -0.21
C -5.07 3.04 -2.99 -0.19
C -3.85 2.26 -2.50 -0.19
O -2.63 2.89 -2.90 -0.20
C -2.05 3.66 -1.85 -0.10
H -4.50 6.25 -2.58 0.09
H -3.73 5.10 -3.69 0.08
H -5.42 5.61 -3.96 0.09
H -5.07 3.14 -4.08 0.13
H -5.98 2.48 -2.71 0.12
H -3.86 1.26 -2.96 0.10
H -3.88 2.12 -1.41 0.12
H -1.54 3.00 -1.15 0.09
H -2.79 4.26 -1.32 0.07
H -1.31 4.33 -2.29 0.09
C -4.58 1.52 2.68 -0.10
O -4.23 2.28 1.53 -0.21
C -4.91 3.53 1.48 -0.19
C -4.02 4.68 1.97 -0.19
O -3.71 4.54 3.36 -0.19
C -2.42 3.98 3.58 -0.11
H -3.84 0.73 2.81 0.09
H -4.61 2.12 3.59 0.08
H -5.56 1.05 2.52 0.08
H -5.85 3.49 2.05 0.13
H -5.17 3.71 0.43 0.11
H -4.57 5.62 1.86 0.12
H -3.10 4.75 1.38 0.12
H -1.66 4.76 3.43 0.09
H -2.22 3.14 2.92 0.08
H -2.36 3.64 4.61 0.09
C -5.83 -2.30 2.06 -0.11
O -6.69 -1.31 1.49 -0.21
C -6.83 -1.46 0.08 -0.19
C -8.15 -2.17 -0.28 -0.19
O -8.15 -3.52 0.19 -0.20
C -8.88 -3.67 1.41 -0.11
H -5.99 -2.31 3.14 0.09
H -6.04 -3.30 1.67 0.08
H -4.79 -2.04 1.86 0.08
H -5.97 -1.99 -0.35 0.12
H -6.85 -0.45 -0.35 0.12
H -8.24 -2.20 -1.37 0.12
H -9.01 -1.61 0.12 0.12
H -9.95 -3.67 1.20 0.09
H -8.65 -2.88 2.13 0.08
H -8.61 -4.63 1.85 0.09
C 10.06 1.15 4.65 -0.11
O 9.20 2.14 4.09 -0.19
C 9.06 2.00 2.67 -0.19
C 7.74 1.29 2.32 -0.20
O 7.74 -0.06 2.79 -0.21
C 7.01 -0.21 4.00 -0.11
H 9.90 1.14 5.73 0.09
H 9.85 0.15 4.26 0.08
H 11.10 1.42 4.45 0.09
H 9.92 1.47 2.25 0.13
H 9.04 3.00 2.25 0.12
H 7.65 1.25 1.23 0.12
H 6.88 1.84 2.71 0.13
H 5.94 -0.22 3.79 0.08
H 7.24 0.57 4.72 0.08
H 7.28 -1.17 4.45 0.09
```

Highest occupied orbital energy (Eh): -0.3249
Multiplicity: 1
Kohn-Sham gap (Eh): 0.2640


| no. | M (g mol⁻¹) | electronic energy (eV) |
| --- | --- | --- |
| 1 | 1919.05 | -1299907.20662 |
| 2 | 724.13 | -138079.87148 |